[1]
Entry from OMol25: a cluster of 2 separate species, CH3O4Si in total (ωB97M-V/def2-TZVPD).

Structure (XYZ):
```
9
Properties=species:S:1:pos:R:3:forces:R:3
C -0.0011 -1.3082 -0.7726 0.4109 0.6256 -3.0386
O -0.9188 0.3205 -1.4786 -0.9610 -0.9369 1.1158
O 0.3811 -1.9416 -1.6792 -1.1548 0.9494 1.7733
O 0.1082 0.7816 1.1982 0.0567 0.3486 0.5774
O 0.0865 -1.8580 1.9945 0.1421 -0.2157 0.5531
Si 0.5977 -0.7739 1.0369 -2.1517 -0.1621 0.4232
H -0.2317 1.2807 0.4524 -0.0023 -0.3793 -0.5104
H -1.8338 0.4032 -1.0741 1.6152 -0.3110 -0.5776
H 1.9128 -0.7494 0.5686 2.0448 0.0814 -0.3162
```
Positions in Å, forces in eV/Å.

* gap between HOMO and LUMO: 8.8 eV
* highest occupied orbital energy: -0.1772 hartree
* total charge: -1

Atomic partial charges in e from the natural (NBO) method, atoms 1 to 4:
1 C 0.52
2 O -1.09
3 O -0.51
4 O -1.14

=====

[2]
Entry from OMol25: a cluster of 2 separate species, CH3O5P in total (ωB97M-V/def2-TZVPD).

Structure (XYZ):
```
10
Properties=species:S:1:pos:R:3:forces:R:3
C -1.4058 -0.2487 0.5095 -1.0464 -0.8353 1.6980
O 0.1298 -2.1510 -0.4230 -0.4173 0.0251 0.5856
O -2.1533 -1.8514 -1.6816 0.4891 0.2675 0.8480
O -0.2274 -0.2101 -2.0013 -1.2399 -4.1320 -1.9909
O -2.4799 0.2449 0.7330 -0.9088 1.2261 -0.4812
O -0.6674 -0.6753 1.5465 1.7919 -1.3395 -1.5826
P -0.9705 -1.2484 -0.9671 0.5250 -1.0411 -3.2234
H 0.2584 1.5884 -0.0594 -0.0407 0.1310 -0.2265
H -0.2133 0.4933 -1.4374 1.1520 4.9549 2.6449
H -0.0641 -1.3322 0.9356 -0.3051 0.7432 1.7283
```
Positions in Å, forces in eV/Å.

* gap between HOMO and LUMO: 5.7 eV
* highest occupied orbital energy: 0.0511 hartree
* total charge: -2

Atomic partial charges in e from the natural (NBO) method, atoms 1 to 4:
1 C 0.44
2 O -1.18
3 O -1.17
4 O -1.05

=====

[3]
Entry from OMol25: a structure of composition CH3OP (ωB97M-V/def2-TZVPD).

Structure (XYZ):
```
6
Properties=species:S:1:pos:R:3:forces:R:3
C -0.3473 -0.5583 0.3319 4.8000 0.4111 -0.9408
O 0.7905 -1.2059 -0.1878 -0.1006 0.0741 0.4651
P 1.8680 0.1877 0.1249 -4.2288 -0.1825 -1.2349
H -0.8675 -0.1357 -0.5242 -0.8640 0.1900 0.9002
H -0.5678 -0.8025 1.3792 -0.3971 0.4529 -0.7170
H 1.3683 0.9811 -1.1202 0.7905 -0.9456 1.5274
```
Positions in Å, forces in eV/Å.

* gap between HOMO and LUMO (alpha / beta): 7.9 / 8.2 eV
* highest occupied orbital energy (alpha / beta): -0.3135 / -0.3114 hartree
* total charge: 0

Atomic partial charges in e from the natural (NBO) method, atoms 1 to 4:
1 C -0.06
2 O -0.77
3 P 0.50
4 H 0.20

=====

[4]
Entry from OMol25: the molecule CH3OP (ωB97M-V/def2-TZVPD).

Structure (XYZ):
```
6
Properties=species:S:1:pos:R:3:forces:R:3
C -0.4765 -0.0539 -0.4897 -2.7013 0.0946 3.3801
O 0.3500 -1.0582 -0.0100 0.2199 -0.9652 -1.0945
P 0.3830 0.0338 1.2668 -0.4605 0.5261 -1.4430
H -0.2647 0.6631 -1.2368 1.1731 0.2233 -0.8836
H -1.6430 -0.2490 -0.4406 2.4759 0.1124 0.0617
H 1.6512 0.6642 0.9103 -0.7072 0.0088 -0.0207
```
Positions in Å, forces in eV/Å.

* gap between HOMO and LUMO: 10.1 eV
* highest occupied orbital energy: -0.3485 hartree
* total charge: 0
* SMILES: C1OP1

Atomic partial charges in e from the natural (NBO) method, atoms 1 to 4:
1 C -0.24
2 O -0.74
3 P 0.68
4 H 0.19

=====

[5]
Entry from OMol25: a cluster of 2 separate species, CH3OPS in total (ωB97M-V/def2-TZVPD).

Structure (XYZ):
```
7
Properties=species:S:1:pos:R:3:forces:R:3
C 1.0470 0.8234 -1.1182 -1.1215 -1.1846 1.6661
O -0.8162 -1.1634 1.4076 0.1749 -0.0661 -0.2259
P -1.1529 0.2677 0.6889 1.3970 0.5391 -1.0945
S 2.2367 -0.2024 -1.1626 -0.1337 0.1212 -0.0037
H 0.9563 1.7208 -1.7028 -0.2547 0.4256 -0.1470
H -0.6097 -1.0864 2.3419 0.1412 0.1516 0.1028
H -1.6612 -0.3596 -0.4547 -0.2033 0.0132 -0.2978
```
Positions in Å, forces in eV/Å.

* gap between HOMO and LUMO (alpha / beta): 6.5 / 6.5 eV
* highest occupied orbital energy (alpha / beta): -0.2643 / -0.2646 hartree
* total charge: 0

Atomic partial charges in e from the natural (NBO) method, atoms 1 to 4:
1 C -0.47
2 O -0.97
3 P 0.73
4 S 0.12

=====

[6]
Entry from OMol25: a cluster of 2 separate species, CH3OS in total (ωB97M-V/def2-TZVPD).

Structure (XYZ):
```
6
Properties=species:S:1:pos:R:3:forces:R:3
S 0.7310 1.6061 0.4484 -0.2984 -1.1921 -0.3526
H 0.9953 2.8392 0.7651 0.2464 1.1375 0.3086
O -0.8054 -2.4829 -0.5518 0.3145 -0.0332 -0.1473
C -0.7512 -1.2809 -0.4187 -0.7527 -0.6820 0.0205
H -1.4277 -0.8223 0.3153 0.2875 0.5124 0.0436
H -0.1241 -0.6458 -1.0477 0.2026 0.2575 0.1272
```
Positions in Å, forces in eV/Å.

* gap between HOMO and LUMO: 6.9 eV
* highest occupied orbital energy: -0.1000 hartree
* total charge: -1

Atomic partial charges in e from the natural (NBO) method, atoms 1 to 4:
1 S -1.08
2 H 0.09
3 O -0.57
4 C 0.29

=====

[7]
Entry from OMol25: a cluster of 2 separate species, CH3OS in total (ωB97M-V/def2-TZVPD).

Structure (XYZ):
```
6
Properties=species:S:1:pos:R:3:forces:R:3
S -1.5635 -1.5880 0.4619 -0.1843 -0.2430 -0.0176
H -0.9892 -1.0580 1.5515 0.0472 0.0353 0.0980
O 1.1390 1.6419 -1.0026 0.6456 -0.3555 -0.0322
C 0.6531 0.6501 -0.5065 -0.9148 0.8423 0.0364
H 1.1897 -0.2518 -0.1812 0.3957 0.0029 -0.1389
H -0.4291 0.6058 -0.3230 0.0105 -0.2820 0.0542
```
Positions in Å, forces in eV/Å.

* gap between HOMO and LUMO: 6.8 eV
* highest occupied orbital energy: -0.1001 hartree
* total charge: -1

Atomic partial charges in e from the natural (NBO) method, atoms 1 to 4:
1 S -1.05
2 H 0.08
3 O -0.58
4 C 0.28

=====

[8]
Entry from OMol25: a cluster of 2 separate species, CH3OS in total (ωB97M-V/def2-TZVPD).

Structure (XYZ):
```
6
Properties=species:S:1:pos:R:3:forces:R:3
S -1.7163 0.0716 0.1306 -0.4503 -0.0202 0.1938
H -1.1660 0.5661 -0.9773 -0.0837 0.1575 -0.2170
O 2.4564 -0.0018 -0.1642 -2.7536 -0.0837 0.2170
C 1.2395 -0.1736 0.0082 3.9553 -0.6128 -1.3031
H 0.8957 -0.1265 1.0390 -0.7973 0.1004 0.0500
H 0.6432 -0.5293 -0.8863 0.1297 0.4588 1.0593
```
Positions in Å, forces in eV/Å.

* gap between HOMO and LUMO (alpha / beta): 10.7 / 7.2 eV
* highest occupied orbital energy (alpha / beta): -0.3774 / -0.3676 hartree
* spin multiplicity: 2
* total charge: 0

Atomic partial charges in e from the natural (NBO) method, atoms 1 to 4:
1 S -0.09
2 H 0.09
3 O -0.49
4 C 0.22

=====

[9]
Entry from OMol25: the molecule CH3PS (ωB97M-V/def2-TZVPD).

Structure (XYZ):
```
6
Properties=species:S:1:pos:R:3:forces:R:3
P -0.4603 -1.2094 -0.0782 0.4642 1.6271 -0.2767
C 0.2107 0.5423 -0.4220 0.8601 -1.3739 -3.1691
S 1.0631 1.0969 -1.7071 -0.7133 -0.8236 0.9228
H -1.2445 -0.5990 0.9043 -1.1521 -0.0672 0.0100
H 0.3999 -1.0742 0.9963 1.1186 -0.8036 0.5642
H 0.0310 1.2433 0.3068 -0.5775 1.4411 1.9487
```
Positions in Å, forces in eV/Å.

* gap between HOMO and LUMO: 8.3 eV
* highest occupied orbital energy: -0.3204 hartree
* total charge: 0
* SMILES: PC=S

Atomic partial charges in e from the natural (NBO) method, atoms 1 to 4:
1 P 0.31
2 C -0.52
3 S 0.07
4 H -0.02

=====

[10]
Entry from OMol25: the molecule CH4BCl (ωB97M-V/def2-TZVPD).

Structure (XYZ):
```
7
Properties=species:S:1:pos:R:3:forces:R:3
B 0.1969 -0.8032 0.1247 -0.1245 -1.2950 -0.7210
C 0.0443 0.7282 -0.3363 1.9756 1.0032 -0.0274
Cl -1.2700 0.4983 0.8714 -1.0463 0.0351 0.0723
H -0.2840 -1.8626 -0.4508 0.3379 2.0507 0.3754
H 0.8767 -1.1585 1.0377 0.1235 0.5817 0.0511
H -0.2565 1.0103 -1.3822 -0.2554 -0.3745 1.3442
H 0.6926 1.5876 0.1355 -1.0107 -2.0012 -1.0944
```
Positions in Å, forces in eV/Å.

* gap between HOMO and LUMO: 11.7 eV
* highest occupied orbital energy: -0.3997 hartree
* total charge: 0

Atomic partial charges in e from the natural (NBO) method, atoms 1 to 4:
1 B 0.13
2 C -0.64
3 Cl 0.09
4 H -0.03

=====

Asked for energy above the lowest of the compared OMol25 structures with the same formula, charge and spin across the records above, the calculation gives 50.0 31.9 65.2 34.2 74.3 1.6 1.5 7.2 31.2 40.9 kcal/mol in order.
Asked for total energy across the records above, the calculation gives -630.4525 -757.4651 -456.3725 -456.4220 -854.5548 -513.3354 -513.3355 -513.2248 -779.3646 -525.4870 Eh in order.
Asked for strongest force on any atom across the records above, the calculation gives 3.13 5.73 4.91 4.33 2.33 1.28 1.24 4.21 3.56 2.49 eV/A in order.